Computed, not measured: a structure of composition C32H85Cl8F6N7O7P in a non-equilibrium geometry, with wB97M-V/def2-TZVPD.

LUMO level (eV): 2.1
Total charge: -1
Kohn-Sham gap (eV): 7.5
Relative energy (zero: lowest compared OMol25 entry of this formula, charge and spin) (kcal/mol): 378.8

Atoms and positions in Å:
P  -3.258386  35.271355  7.042838
F  -4.301543  34.064123  6.823417
F  -2.523839  34.476136  8.236105
F  -2.235519  34.657456  5.979412
F  -2.235042  36.507884  7.301563
F  -3.980294  36.203302  5.912416
F  -4.318006  35.978721  8.092250
C  -0.051540  36.485931  4.664970
C  -0.707842  37.780286  4.097323
C  0.028942  38.257334  2.856921
O  -0.752696  39.243803  2.199228
C  0.019351  39.877093  1.205626
N  -2.102509  37.443839  3.826792
H  1.048753  36.465832  4.694342
H  -0.444916  35.586421  4.195611
H  -0.229821  36.459626  5.745234
H  -0.545757  38.507171  4.895128
H  0.083966  37.410456  2.156006
H  1.035848  38.595133  3.116533
H  0.622198  39.142285  0.657359
H  0.779381  40.504519  1.699032
H  -0.531090  40.543216  0.547408
H  -2.408785  36.872528  4.608042
H  -2.045806  36.756217  3.073794
C  -0.642652  30.891686  8.191239
C  -1.458132  30.243572  9.301979
C  -0.900740  28.892504  9.740626
O  -1.105065  27.864034  8.821561
C  -0.494876  26.654025  9.135709
N  -1.545020  31.176145  10.425842
H  0.353908  31.206236  8.509487
H  -1.129137  31.782405  7.791423
H  -0.487824  30.138549  7.415426
H  -2.471188  30.051993  8.922562
H  -1.428644  28.639305  10.675731
H  0.138705  29.000738  10.079693
H  -0.845957  26.286298  10.112223
H  0.594033  26.762968  9.203653
H  -0.742962  25.861375  8.432852
H  -2.127010  30.759369  11.150876
H  -2.055927  32.001479  10.138298
C  -5.993388  26.881732  7.462443
C  -6.780435  28.135705  7.797218
C  -5.905717  29.371977  7.801256
O  -6.685187  30.481643  8.157157
C  -6.038784  31.703967  7.894745
N  -7.916793  28.208507  6.850482
H  -5.383771  26.657862  8.351651
H  -5.223142  26.964760  6.692827
H  -6.600781  25.989282  7.337736
H  -7.269035  28.027470  8.770980
H  -5.430440  29.383727  6.809647
H  -5.094440  29.227463  8.527090
H  -5.040008  31.806127  8.338529
H  -6.603108  32.540556  8.306739
H  -5.931982  31.856193  6.816202
H  -8.362751  29.106017  7.059933
H  -7.524818  28.399167  5.925109
C  -1.732639  42.273824  10.474282
C  -0.365104  41.567219  10.352117
C  -0.088404  41.063161  8.942482
O  -1.021029  40.073824  8.494511
C  -0.939720  38.862101  9.213319
N  0.687540  42.548093  10.650014
H  -1.825212  43.187157  9.885120
H  -1.910018  42.559884  11.511560
H  -2.470894  41.548901  10.116024
H  -0.328772  40.719143  11.034042
H  0.946713  40.725044  8.846200
H  -0.225643  41.842925  8.189642
H  -0.002285  38.323683  9.058328
H  -1.710113  38.194351  8.822764
H  -1.197302  38.945312  10.273413
H  0.446251  43.453507  10.251775
H  0.640332  42.827809  11.629545
C  -4.392875  39.534752  7.942194
C  -4.092362  40.071683  6.525262
C  -4.135543  41.581699  6.434990
O  -3.865491  41.955932  5.107028
C  -3.785517  43.349594  4.970346
N  -2.801991  39.558042  6.095984
H  -4.502061  38.452115  7.938209
H  -5.373015  39.907926  8.282065
H  -3.692179  39.893682  8.696050
H  -4.921487  39.756819  5.878945
H  -3.416671  41.963439  7.183390
H  -5.093586  42.036501  6.730360
H  -3.492257  43.555086  3.942233
H  -3.108034  43.813072  5.697127
H  -4.769201  43.812167  5.148723
H  -2.810984  38.572565  6.350086
H  -2.043855  39.896906  6.686686
C  -7.859524  36.588189  1.426445
C  -8.064806  37.174735  2.816902
C  -7.069356  36.644319  3.853209
O  -7.136313  37.468505  4.987387
C  -6.660162  36.811659  6.167903
N  -8.087090  38.668006  2.743167
H  -6.986954  37.058603  0.965135
H  -8.708094  36.872599  0.799579
H  -7.775922  35.500319  1.405171
H  -9.077857  36.925923  3.146281
H  -6.068008  36.752890  3.406535
H  -7.276891  35.607459  4.124260
H  -6.441330  37.505025  6.975110
H  -5.673449  36.421719  5.897954
H  -7.322995  35.996559  6.449136
H  -7.421687  38.923410  2.013172
H  -8.972677  38.876463  2.285545
C  -7.036923  36.828408  9.896751
C  -7.878581  36.698780  8.619825
C  -7.657754  37.876223  7.650815
O  -8.537953  37.686443  6.560723
C  -8.597577  38.794361  5.697772
N  -7.420611  35.436788  7.994098
H  -7.247362  35.997278  10.571825
H  -7.330627  37.728529  10.446582
H  -5.969597  36.818356  9.684054
H  -8.937914  36.602281  8.862178
H  -6.611026  37.954611  7.345739
H  -7.883251  38.797219  8.205757
H  -8.570730  39.735253  6.255570
H  -9.486679  38.714513  5.072705
H  -7.762507  38.818445  4.985282
H  -7.431196  35.588293  6.985611
H  -6.425781  35.314815  8.163830
C  0.246346  33.257209  5.489990
Cl  1.721603  32.308223  5.616534
Cl  -1.071482  32.242932  4.830394
H  0.002246  33.611687  6.488107
H  0.440722  34.128827  4.875760
C  -2.135474  35.602117  11.327963
Cl  -3.458467  36.781011  11.174535
Cl  -0.698364  36.323788  12.062357
H  -2.504710  34.724751  11.848689
H  -1.935273  35.287646  10.307344
C  -4.915793  33.320598  5.069396
Cl  -4.757059  32.125978  3.759311
Cl  -6.615296  33.411762  5.641246
H  -4.251496  33.034595  5.875531
H  -4.715578  34.309854  4.674756
C  1.141928  34.390390  9.159292
Cl  2.512290  33.355731  8.746206
Cl  1.234058  35.949568  8.290889
H  0.269330  33.860384  8.790636
H  1.082666  34.523046  10.233188

Cartesian forces, eV/Å:
0.0 2.7 1.1
1.3 3.6 5.2
-0.2 -0.5 0.2
-0.4 -0.2 -0.2
0.2 0.0 0.1
1.4 -1.1 -0.5
0.5 -0.8 0.2
1.0 0.8 0.7
1.0 -1.3 0.5
-1.4 -0.5 -0.3
0.3 0.5 -0.3
1.2 0.1 0.8
0.2 0.1 -0.2
0.0 0.1 -0.7
0.0 0.2 -0.1
-0.7 -0.3 -0.2
-0.8 0.4 -0.2
0.4 -0.1 0.0
0.0 0.2 0.0
-0.3 0.0 -0.4
0.0 0.1 0.0
-0.5 -0.4 0.0
-0.3 0.3 0.1
-0.2 0.2 -0.2
0.2 -0.5 -0.1
-0.2 0.3 -0.8
-0.1 0.3 1.7
-0.3 0.4 -1.2
0.3 -0.3 1.1
0.0 -0.4 0.7
0.0 -0.1 0.4
-0.2 -0.2 -0.2
-0.2 0.3 -0.3
0.1 -0.2 -0.2
-0.1 -0.1 0.1
0.2 -0.1 -0.5
0.1 0.1 0.1
0.0 -0.1 -0.1
-0.1 0.4 -0.4
0.1 0.1 0.0
0.1 0.1 -0.2
1.2 -0.3 1.7
-1.0 -0.7 -0.7
0.1 -0.8 0.3
0.1 -0.1 0.0
0.6 0.3 -0.1
0.3 1.2 -0.1
0.0 -0.1 0.0
-0.5 0.2 -0.4
-0.3 0.2 -0.4
0.3 -0.1 0.1
-0.1 0.8 -0.1
0.1 0.1 0.1
0.1 -0.5 0.2
-0.4 -0.2 -0.1
0.1 -0.6 0.8
-0.2 -0.3 0.0
0.0 -0.3 0.0
0.0 -1.2 -0.2
-0.4 1.7 -0.5
-0.7 -0.3 -0.7
0.6 0.2 0.7
-0.8 -0.8 -0.2
0.5 0.4 0.9
0.3 -0.1 -0.3
-0.2 -0.2 0.1
-0.4 0.3 0.3
0.2 0.2 0.2
0.0 -0.2 0.2
0.1 0.4 0.3
0.3 0.3 0.2
0.0 0.2 -0.2
0.4 0.3 0.1
0.0 -0.3 -0.7
0.2 -0.6 0.1
-1.4 1.1 -0.1
-0.4 -0.2 0.9
0.1 0.0 0.5
0.5 0.3 0.3
-0.6 0.0 0.0
0.2 -0.5 -0.3
0.5 -0.1 0.0
0.0 0.0 0.0
0.4 -0.3 -0.2
0.4 -0.5 -0.3
0.4 0.3 -0.4
-0.2 -0.4 0.1
0.2 0.1 0.1
0.3 -0.1 -0.1
0.0 0.0 -0.1
0.0 -0.1 -0.5
-0.4 0.5 0.1
-0.1 0.1 -0.1
-0.7 0.2 0.1
0.6 1.0 -0.7
3.8 -4.2 -2.0
5.5 -3.9 -9.4
0.2 -0.6 -0.9
0.2 -0.3 0.0
-0.1 -0.1 0.0
0.1 0.0 0.1
0.1 -0.2 0.2
0.1 -0.5 0.0
0.0 -0.1 -0.3
5.4 -12.4 -11.1
-1.0 -0.6 -0.1
2.1 7.2 -9.7
0.3 0.2 0.3
-0.1 0.2 0.2
-0.9 0.5 0.3
2.0 -0.9 -0.3
-5.6 4.0 6.0
-0.7 1.5 2.5
-1.3 2.9 0.0
-1.2 -1.9 3.7
0.0 -0.1 -0.2
0.3 0.1 -0.1
0.0 0.2 -0.1
0.0 0.2 -0.2
-5.2 12.9 11.2
-0.9 0.3 0.1
-0.7 0.1 0.4
-0.3 0.0 0.3
-1.4 1.5 1.0
-2.1 -6.7 8.3
0.0 0.0 0.1
-0.2 -0.1 0.2
0.4 -0.2 -0.2
0.3 0.4 0.1
-0.3 -0.2 -0.1
-0.1 -0.4 -0.2
-0.6 0.0 -0.9
0.1 -0.1 0.3
-0.1 -0.3 0.0
0.2 0.3 0.5
0.4 0.2 0.0
-1.1 -1.5 -2.7
-0.2 -0.2 -0.5
-0.2 0.6 -1.3
-0.6 -1.8 -2.3
0.3 -0.2 -0.1
-0.2 -0.2 -0.6
0.3 0.0 0.3
0.0 -0.3 0.4
-0.2 0.2 0.1
0.1 0.3 0.0